130
Properties=species:S:1:pos:R:3:forces:R:3 method="wB97M-V/def2-TZVPD" charge=+2 e_above_lowest_kcal_mol=108.6 largest_force_ev_per_a=5.5 homo_energy_ev=-8.0 e_tot_ha=-2166.82213
C -3.180 15.537 -11.123 0.248 -0.203 0.017
C -2.376 14.436 -10.395 0.043 -0.499 0.208
C -0.997 14.157 -11.041 0.038 0.783 -0.195
N 0.139 13.465 -10.179 -0.324 1.083 -0.454
C 1.397 13.204 -11.065 -0.387 -0.787 -0.144
C 1.133 12.124 -12.156 -0.987 -0.977 0.663
C 0.431 10.835 -11.611 -0.867 0.646 1.125
C -0.760 11.201 -10.622 1.420 -0.834 0.066
C -0.332 12.188 -9.541 -0.570 0.056 -1.253
C 0.501 14.439 -9.072 0.374 0.003 -0.673
H -3.585 15.149 -12.058 0.169 0.178 -0.115
H -2.593 16.437 -11.300 0.168 -0.091 -0.173
H -4.033 15.877 -10.535 0.037 -0.309 0.168
H -2.952 13.513 -10.462 -0.109 -0.066 0.139
H -2.324 14.672 -9.332 0.308 0.110 0.018
H -0.591 15.108 -11.384 0.478 0.145 0.526
H -1.174 13.690 -12.010 0.309 -0.875 0.378
H 1.787 14.121 -11.507 -0.724 0.309 -0.037
H 2.205 12.933 -10.386 -0.277 -0.472 0.251
H 0.470 12.502 -12.934 0.328 0.312 -0.118
H 2.058 11.762 -12.605 0.139 0.614 -0.052
H 0.047 10.156 -12.373 -0.069 0.581 -0.464
H 1.150 10.183 -11.114 0.131 0.289 0.509
H -1.670 11.538 -11.118 0.192 0.095 -0.217
H -1.041 10.317 -10.049 -0.096 -0.244 -0.235
H -1.219 12.440 -8.959 0.266 0.103 0.299
H 0.478 11.818 -8.912 -0.054 0.013 -0.009
H -0.232 14.474 -8.266 -0.342 0.032 -0.521
H 0.625 15.385 -9.599 0.011 0.159 0.564
H 1.433 14.155 -8.582 0.096 -0.201 -0.373
C -6.719 6.609 -18.159 1.446 -0.560 0.123
C -6.193 5.192 -17.828 -1.062 -0.588 0.674
C -4.763 5.164 -17.342 1.243 0.417 -0.347
N -4.092 3.805 -17.093 0.890 -1.180 0.034
C -4.518 2.738 -18.117 -0.074 1.007 -0.142
C -4.020 3.068 -19.555 -0.065 -0.254 1.850
C -2.526 3.314 -19.554 0.187 -0.549 -0.811
C -1.985 4.288 -18.511 -0.536 0.217 0.019
C -2.538 3.985 -17.100 -0.621 0.515 -0.804
C -4.448 3.268 -15.687 -0.514 1.288 -1.110
H -7.695 6.659 -18.642 -0.001 -0.356 0.401
H -6.001 7.003 -18.878 -0.053 0.547 0.057
H -6.671 7.174 -17.228 -0.251 0.403 -0.314
H -6.305 4.540 -18.695 -0.021 0.025 0.026
H -6.790 4.790 -17.010 -0.449 -0.271 -0.173
H -4.559 5.684 -16.406 -0.461 0.265 0.010
H -4.170 5.683 -18.095 0.274 -0.184 0.038
H -5.604 2.671 -18.059 0.027 0.093 -0.015
H -4.153 1.784 -17.735 0.393 0.090 -0.244
H -4.477 3.960 -19.985 -0.579 -0.241 0.112
H -4.255 2.162 -20.114 -0.079 0.310 -0.398
H -2.332 3.610 -20.585 0.559 0.408 0.139
H -2.029 2.347 -19.475 0.207 -0.051 0.326
H -2.193 5.338 -18.715 -0.483 -0.019 -0.355
H -0.898 4.313 -18.590 0.086 -0.472 0.652
H -2.428 4.861 -16.461 0.432 -0.231 0.177
H -2.109 3.090 -16.649 -0.143 0.032 0.014
H -4.311 2.187 -15.649 -0.324 0.213 -0.096
H -5.461 3.660 -15.600 -0.226 -0.909 0.546
H -3.864 3.740 -14.897 0.265 0.138 -0.378
C 2.620 9.734 -27.436 -0.197 0.462 0.101
C 1.202 10.362 -27.440 -0.414 -1.009 1.440
C 0.385 9.430 -26.466 -1.101 0.453 -0.274
N -1.066 9.837 -26.086 -1.009 1.625 1.100
C -1.950 10.054 -27.346 0.516 -0.292 1.262
C -3.396 10.363 -27.030 -1.020 -0.571 -0.775
C -4.077 9.172 -26.280 0.774 1.156 0.040
C -3.302 8.978 -25.024 2.187 -1.658 1.465
C -1.740 8.747 -25.198 -0.622 0.675 -1.558
C -0.962 11.101 -25.129 0.817 -0.927 -1.053
H 3.064 10.133 -26.524 0.373 -0.377 -0.019
H 3.273 10.001 -28.267 -0.325 0.251 -0.066
H 2.619 8.645 -27.387 -0.157 0.010 0.060
H 0.649 10.353 -28.379 0.414 0.140 -0.160
H 1.294 11.368 -27.032 -0.229 0.098 -0.264
H 0.765 9.251 -25.461 0.852 -0.058 -0.403
H 0.296 8.503 -27.033 -0.160 -0.268 0.408
H -1.883 9.085 -27.842 0.112 0.119 -0.323
H -1.528 10.857 -27.949 0.251 -0.218 0.118
H -3.853 10.494 -28.011 -0.116 -0.073 -0.162
H -3.481 11.364 -26.608 -0.163 -0.232 0.664
H -4.014 8.247 -26.854 0.267 0.112 -0.394
H -5.124 9.201 -25.978 -0.093 0.855 -0.462
H -3.640 8.022 -24.625 0.132 -0.151 0.373
H -3.422 9.658 -24.180 -0.420 0.509 -0.460
H -1.556 7.839 -25.773 -0.033 -0.231 0.291
H -1.199 8.743 -24.251 -0.097 -0.126 -0.088
H -0.713 11.964 -25.748 -0.101 -0.065 0.138
H -0.131 10.853 -24.470 0.146 0.162 -0.161
H -1.786 11.308 -24.446 -0.480 -0.407 -0.719
C 6.661 18.962 -18.531 0.707 0.269 1.316
C 6.015 17.686 -18.951 0.884 -1.282 -1.898
C 4.840 17.986 -19.856 -1.550 -0.141 0.527
N 3.927 16.818 -20.323 0.148 -0.939 -1.432
C 2.961 17.239 -21.432 -0.089 1.488 0.219
C 2.043 18.400 -20.995 -0.808 -0.050 0.628
C 1.271 18.014 -19.716 0.268 -0.393 -0.701
C 2.098 17.257 -18.664 -0.287 1.950 0.574
C 3.038 16.185 -19.167 1.527 1.283 -0.441
C 4.848 15.709 -20.975 -1.487 -0.226 2.070
H 7.208 19.532 -19.282 -0.663 0.034 -0.378
H 7.467 18.670 -17.858 -0.055 0.176 0.330
H 5.947 19.556 -17.960 0.225 0.426 -0.101
H 5.880 17.002 -18.113 -0.637 0.242 0.081
H 6.751 17.182 -19.578 0.170 -0.341 0.038
H 5.157 18.500 -20.763 0.091 -0.185 -0.049
H 4.224 18.689 -19.296 -0.367 -0.060 -0.363
H 3.561 17.570 -22.279 0.010 -0.396 -0.101
H 2.369 16.349 -21.649 0.149 0.046 -0.195
H 2.488 19.395 -20.971 0.945 -0.281 0.627
H 1.224 18.694 -21.650 0.196 -0.950 -0.970
H 0.797 18.923 -19.345 0.181 -0.144 0.517
H 0.438 17.376 -20.013 -0.045 -0.144 -0.149
H 2.674 18.032 -18.158 0.284 -0.110 0.208
H 1.367 16.975 -17.906 0.360 -0.860 0.021
H 3.884 15.977 -18.512 -0.784 -0.524 0.745
H 2.487 15.292 -19.463 0.535 -0.040 -0.555
H 4.184 14.869 -21.181 -0.107 0.250 -0.654
H 5.423 15.290 -20.149 0.516 0.405 -0.178
H 5.447 16.028 -21.828 -0.299 0.333 0.279
O -3.226 13.048 -18.328 -0.245 1.735 -0.664
C -2.912 12.060 -17.493 1.594 -5.286 -0.126
O -3.612 11.927 -16.483 -1.198 1.294 1.781
O -2.095 11.184 -17.863 0.771 0.983 -0.583
H -3.932 13.334 -17.743 -0.886 1.241 -0.350
O 2.961 8.634 -20.540 -2.676 0.063 0.563
C 4.243 8.931 -20.445 4.967 -0.610 -2.369
O 4.621 9.610 -19.467 -0.618 0.511 0.735
O 4.956 8.492 -21.383 -0.301 0.182 0.315
H 2.759 9.175 -19.773 -1.543 0.030 0.655